(1)
72
Properties=species:S:1:pos:R:3 method="wB97M-V/def2-TZVPD" spin_multiplicity=1 homo_lumo_gap_ev=10.7 e_lumo_ha=0.0195 homo_ev=-10.18 smiles="COC(=O)OC.COC(=O)OC.COC(=O)OC.COC(=O)OC.COC(=O)OC.COC(=O)OC" charge=0 max_force_ha_per_bohr=0.1932 relative_energy_kcal_mol=244.8 energy_ev=-56094.291
O 1.61331 -0.06027 -3.31800
O -4.88602 -4.04162 -5.66243
O 6.14336 1.28328 4.74601
O 3.33769 -0.93296 -2.15170
O 0.56315 1.94632 6.68278
O 2.79096 1.21275 -1.61839
O -3.43390 0.93285 -1.15140
O -0.72818 2.23715 4.92870
O -1.68910 1.94849 -0.15776
O 5.96000 0.84127 2.56095
O -3.56534 -2.46096 -4.68154
O -1.19492 -2.09410 0.87987
O -0.23864 -0.59959 -0.29316
O -3.56609 3.04611 -0.98318
O 0.45741 0.39764 5.00808
O -1.48636 -2.14697 -1.40658
O 4.06049 0.61484 3.87314
O -4.37531 -2.08398 -6.77486
C 4.31376 -0.92430 -1.05697
C -4.35219 -2.81689 -5.71050
C -2.88668 2.05189 -0.78780
C 5.44218 0.94110 3.73214
C -5.60178 -4.46070 -6.82784
C -1.16380 3.21253 0.26710
C 0.46922 0.86550 -3.41307
C -1.02476 -1.64412 -0.18906
C -2.44137 -3.20251 -1.33207
C -4.53976 0.72896 -2.05310
C 0.09579 1.52049 5.52219
C 0.47032 -0.07401 0.83705
C 1.60195 1.33869 7.40124
C -2.77594 -1.34425 -4.72124
C 3.34738 0.23723 2.70933
C 2.54036 0.20888 -2.31624
C -1.07747 1.88845 3.52847
C 7.46740 1.72238 4.49290
H -2.07934 -4.08886 -0.84265
H -2.85904 -3.66159 -2.33376
H 2.41366 -0.08029 2.95584
H 1.42761 0.29858 7.40296
H -0.48059 2.33164 2.64208
H -1.87748 -1.47285 -5.42783
H -2.29827 -1.35821 -3.85833
H -3.39791 -0.54566 -4.83504
H -3.44255 -2.86928 -0.71320
H -0.03715 0.09182 1.76452
H -0.35680 0.46175 -4.08667
H 4.04191 -0.64255 -0.18154
H 0.79708 1.81638 -3.81167
H -0.21842 2.91491 0.52836
H -1.01347 3.93928 -0.62952
H 0.97030 0.75355 0.60924
H -4.45641 -0.32068 -2.40715
H 1.12063 -0.82947 0.91142
H 3.26664 1.10541 2.00456
H 1.36654 1.35350 8.48354
H -1.34248 0.86650 3.40579
H -1.59658 3.62713 1.04099
H -6.36781 -3.70218 -6.97513
H -2.19725 2.20744 3.44837
H -5.55877 0.70604 -1.42438
H 0.26896 1.11264 -2.17741
H 7.50877 2.67846 4.35922
H 5.21748 -0.22635 -1.05941
H 4.51561 -2.04085 -1.04699
H 3.79492 -0.61558 2.21727
H 2.50320 1.57031 7.45667
H -4.16771 1.53775 -2.77989
H -6.04424 -5.54165 -6.62107
H 7.95794 1.13321 3.74584
H 8.07614 1.80580 5.44703
H -5.10226 -4.60568 -7.77512

(2)
84
Properties=species:S:1:pos:R:3 method="wB97M-V/def2-TZVPD" spin_multiplicity=1 homo_lumo_gap_ev=6.5 e_lumo_ha=0.0846 homo_ev=-4.20 charge=-1 max_force_ha_per_bohr=0.0316 relative_energy_kcal_mol=18.4 energy_ev=-65815.596
Y -1.01135 -0.33192 -0.27892
S -2.27844 3.12709 3.42382
O -2.19936 0.38564 -2.27434
O 1.33507 -0.56759 0.60236
N 0.40263 1.22783 -1.33066
N -0.23897 -2.78777 3.56237
N 1.47477 -4.16074 4.16115
N 1.84418 -2.55735 2.52171
N -1.02990 2.08907 1.40305
N -1.25584 -0.93801 2.32517
N 0.84617 -1.84696 -2.31680
N 1.68754 1.26574 -0.80159
C -1.24157 -3.12951 -2.08274
C 5.47800 -0.22742 1.57552
C 6.11490 0.97611 1.32436
C -1.53210 -2.56497 -0.82026
C 0.98475 3.49746 1.31822
C 0.99929 -3.13955 3.37785
C -0.74687 -1.79688 2.90588
C -5.44373 -0.33511 0.94347
C -0.30300 -2.40031 -3.02107
C -5.55960 0.54446 2.01536
C 1.35401 3.06303 -2.64445
C -3.33065 1.88080 -3.74209
C -0.98847 2.28635 -2.98185
C 0.22003 2.12683 -2.27412
C -4.24551 -0.45662 0.26083
C -0.21955 3.07600 1.87616
C 1.67532 -1.06677 -3.20984
C -1.80217 -4.32032 -2.53054
C 1.62576 4.59442 1.85301
C -2.14504 1.99726 2.04272
C 4.17275 -0.42367 1.16391
C 3.46023 0.57893 0.51080
C 4.12649 1.77760 0.24158
C -0.73452 3.77996 2.98827
C -3.08854 0.26427 0.59667
C 1.63826 -2.90360 -1.72096
C -2.72414 -4.99989 -1.75458
C -0.07427 4.86330 3.53711
C -2.43975 -3.32246 -0.05620
C -3.04415 -4.48659 -0.51211
C -2.10974 1.46571 -2.92257
C 2.04145 0.38638 0.09108
C -4.46511 1.29477 2.37902
C 1.10866 5.27318 2.95295
C 5.43315 1.97055 0.63849
C -3.25844 1.16262 1.68062
H 1.00614 -3.51279 -1.07889
H -1.52814 -4.71768 -3.50433
H -6.29639 -0.93855 0.65184
H 0.03429 -3.07913 -3.83551
H 1.62489 6.13690 3.34863
H 3.60597 2.55441 -0.29268
H 1.08224 -0.27440 -3.66477
H -3.18989 -5.90646 -2.12717
H 5.93412 2.90303 0.41428
H 7.13384 1.13532 1.65343
H 2.42418 -2.46059 -1.11298
H -4.19158 -1.15835 -0.56626
H 2.10433 -3.55035 -2.48621
H 3.69433 -1.37450 1.33046
H 2.11954 -1.69167 -4.00980
H 2.53550 4.95213 1.39336
H 0.75867 -4.72349 4.58749
H 2.48087 -0.60952 -2.63444
H 2.27931 2.49658 -2.72134
H -3.77836 -4.99448 0.10477
H -4.53053 1.99701 3.20450
H -2.70972 -2.98068 0.94027
H -6.49479 0.64341 2.55590
H 2.28277 -4.66007 3.82784
H 1.38035 2.97147 0.46426
H -3.65897 1.04227 -4.35314
H -3.12117 2.73524 -4.37889
H 1.48714 3.80555 -1.85787
H 2.82177 -2.78959 2.56693
H -4.14427 2.13263 -3.06355
H -0.50062 5.38608 4.37998
H 1.15980 3.57622 -3.58333
H -1.03756 3.13004 -3.65801
H 1.56400 -1.78244 1.88896
H 6.00626 -1.02126 2.09067
H -0.85096 -1.56360 -3.47226

(3)
16
Properties=species:S:1:pos:R:3 method="wB97M-V/def2-TZVPD" spin_multiplicity=1 homo_lumo_gap_ev=11.9 e_lumo_ha=-0.1106 homo_ev=-14.93 smiles=C[NH2+][C@H](C)N charge=+1 max_force_ha_per_bohr=0.0741 relative_energy_kcal_mol=28.4 energy_ev=-6262.350
N -0.91481 0.57381 -0.28870
N 0.73956 -1.35440 -0.34516
C -2.04157 -0.20592 0.26202
C 1.80369 0.81506 -0.00722
C 0.64754 -0.12667 0.29817
H 1.78941 1.67528 0.72537
H -1.02242 1.60732 -0.12073
H -2.32133 -0.96764 -0.45202
H -0.88278 0.45980 -1.28667
H 1.87569 1.12574 -1.03510
H 1.41062 -1.36631 -1.01140
H 2.75914 0.35474 0.29989
H -2.98172 0.39983 0.43814
H 0.16912 -0.00941 1.33021
H -1.63244 -0.73394 1.08339
H 0.60231 -2.24728 0.10981

(4)
95
Properties=species:S:1:pos:R:3 method="wB97M-V/def2-TZVPD" spin_multiplicity=1 homo_lumo_gap_ev=10.5 e_lumo_ha=-0.0006 homo_ev=-10.51 smiles="CCOS(C)(=O)=O.CCOS(C)(=O)=O.CCOS(C)(=O)=O.CCOS(C)(=O)=O.CCOS(C)(=O)=O.CCOS(C)(=O)=O.ClC(Cl)Cl" charge=0 max_force_ha_per_bohr=0.1029 relative_energy_kcal_mol=0.0 energy_ev=-159927.407
Cl 18.08597 15.07122 13.44817
Cl 20.74166 15.13317 14.57582
Cl 18.74907 13.44357 15.71334
S 15.66214 16.99677 16.02392
S 15.55030 10.69998 14.90336
S 18.20387 21.18675 14.09005
S 10.51061 16.98870 16.88803
S 18.67396 17.25016 9.99503
S 13.82720 20.77285 18.92915
O 19.24606 16.01568 9.51770
O 17.10062 17.11129 15.94216
O 15.01266 16.01460 15.16900
O 19.31168 17.98196 11.10242
O 16.78051 21.28383 13.83867
O 17.16496 16.93836 10.40418
O 14.48213 19.61449 19.49705
O 19.14497 22.04894 13.47938
O 11.72964 16.96816 17.60689
O 14.39627 21.45127 17.77604
O 9.38247 16.56152 17.93577
O 16.39065 10.55603 16.00913
O 14.14376 10.14604 15.42979
O 10.17923 18.09820 15.99995
O 18.39919 21.31015 15.69275
O 15.19063 18.42020 15.46434
O 13.58814 21.83747 20.16155
O 15.84113 10.16521 13.61495
C 15.12984 12.43657 14.75938
C 19.07169 14.98473 14.86671
C 7.12112 17.31685 17.04887
C 14.67083 22.85400 20.22556
C 12.06563 20.52101 18.64951
C 17.48245 20.79746 16.72616
C 14.49980 23.53250 21.54057
C 13.03294 9.80050 14.54094
C 15.38332 17.00651 12.01394
C 10.49906 15.51891 15.90830
C 13.16067 8.31944 14.24695
C 18.24978 20.07718 17.82062
C 13.69831 19.85186 14.16954
C 8.17789 17.37454 18.09428
C 18.75026 19.54841 13.78478
C 13.82721 18.64105 15.13653
C 16.71204 17.59300 11.62116
C 18.40455 18.37381 8.69636
C 15.19119 16.97437 17.61258
H 14.41048 12.55550 13.93408
H 12.76640 19.85647 13.66259
H 17.54236 20.14108 18.62162
H 19.76806 19.52420 14.19805
H 13.51503 24.01939 21.53954
H 17.72602 19.16955 9.06511
H 13.07222 10.44427 13.66436
H 14.44681 23.48182 19.36489
H 11.60229 20.10349 19.53134
H 13.75033 7.93808 15.07001
H 19.17437 20.65269 18.04561
H 9.52969 15.01276 16.04449
H 15.25422 24.30591 21.65692
H 15.78692 16.20172 18.10751
H 15.15791 17.35944 13.02811
H 15.66560 22.36618 20.19198
H 18.41083 19.02745 17.47541
H 18.78920 19.36825 12.72394
H 14.65533 22.70846 22.26693
H 13.51061 17.71342 14.66737
H 14.55949 17.12866 11.31557
H 14.44410 19.77821 13.39275
H 6.28076 17.91281 17.39209
H 14.72506 12.69452 15.74989
H 18.04574 17.92166 7.76540
H 7.84290 17.13342 19.11607
H 18.67503 15.74683 15.56366
H 13.28046 18.78294 16.11359
H 16.68946 18.67268 11.37442
H 13.83773 20.76947 14.74302
H 12.06161 10.02110 15.03431
H 11.64771 21.49543 18.42149
H 13.61023 8.11399 13.28633
H 16.75309 20.14034 16.23098
H 15.62984 15.95692 12.07203
H 10.62055 15.84636 14.87382
H 18.14423 18.83534 14.32067
H 16.04453 13.02100 14.57486
H 11.95192 19.79822 17.84995
H 19.45229 18.72837 8.60790
H 17.00550 21.72000 17.11899
H 17.55309 17.48488 12.30184
H 8.55637 18.42190 18.29707
H 6.68497 16.33032 16.96380
H 11.40064 14.96108 16.16321
H 12.13360 7.93134 14.24692
H 7.39809 17.78499 16.07984
H 15.46866 17.98492 17.95592
H 14.12287 16.72041 17.68757